{
  "formula": "C5H4",
  "method": "ωB97M-V/def2-TZVPD",
  "symbols": ["C", "C", "C", "C", "C", "H", "H", "H", "H"],
  "positions_angstrom": [[0.521, 1.652, 1.066], [0.752, 1.032, 0.002], [0.550, 0.134, -0.751], [0.045, -0.898, -1.057], [-0.754, -1.810, -0.866], [0.023, 2.558, 0.760], [1.093, 1.498, 1.954], [-1.438, -1.348, 0.036], [-0.792, -2.818, -1.144]],
  "forces_ev_per_a": [[0.098, 3.624, 1.745], [1.598, 2.121, 2.121], [3.026, 1.403, -3.847], [0.291, -2.712, -2.959], [-5.110, -2.303, 3.609], [-0.381, 0.835, 1.277], [-0.170, 0.044, 0.712], [0.990, -1.974, -2.029], [-0.341, -1.040, -0.628]],
  "e_lumo_ev": 0.63,
  "smiles": "C=C=C=C=C",
  "homo_lumo_gap_ev": 9.32,
  "e_tot_ev": -5243.0576
}